(1)
Below is a 2-piece molecular cluster, C4H6F2N2S overall in a non-equilibrium geometry, with properties calculated with ωB97M-V/def2-TZVPD.

Calculated values
Net charge = 0
HOMO = -9.0 eV
Orbital gap = 9.05 eV
SMILES = [H]/N=C\NC=S.F/C=C\F

Last columns: bonded neighbours and bond lengths (Å).
Geometry (Å):
1 H 3.73544 2.47292 -0.56102  N2 1.157
2 N 2.63486 2.25926 -0.27672  H1 1.157, C3 1.233
3 C 2.23332 1.11432 -0.05644  N2 1.233, N4 1.471, H7 1.211
4 N 3.01639 -0.13096 -0.06689  C3 1.471, C5 1.382, H8 0.956
5 C 2.44613 -1.38856 -0.01704  N4 1.382, S6 1.605, H9 1.033
6 S 0.95201 -1.96914 -0.09700  C5 1.605
7 H 1.12845 0.83703 0.35447  C3 1.211
8 H 3.97107 -0.10038 -0.02057  N4 0.956
9 H 3.28395 -1.99077 -0.05630  C5 1.033
10 F -5.41828 -0.83764 -0.49758  C11 1.339
11 C -4.20591 -0.75694 0.06505  F10 1.339, C12 1.319, H14 1.099
12 C -3.51908 0.34860 0.28078  C11 1.319, F13 1.387, H15 1.150
13 F -3.94301 1.63702 -0.01030  C12 1.387
14 H -3.87657 -1.78138 0.28852  C11 1.099
15 H -2.43876 0.28658 0.67102  C12 1.150

---

(2)
Below is a 2-piece molecular cluster, C2H2BrF3 overall in a non-equilibrium geometry, with properties calculated with ωB97M-V/def2-TZVPD.

Calculated values
Net charge = 0
HOMO (spin up / spin down) = -8.3 / -8.1 eV
Orbital gap (spin up / spin down) = 8.91 / 8.91 eV

Last columns: bonded neighbours and bond lengths (Å).
Geometry (Å):
1 C -0.52933 0.94830 -0.60283  F3 1.324, F4 1.274, H7 1.037
2 C 0.37822 -1.05956 0.57774  F5 1.276, Br6 1.835, H8 1.040
3 F 0.60957 1.62230 -0.55245  C1 1.324
4 F -0.91577 0.62270 -1.77231  C1 1.274
5 F 0.89946 -1.89951 -0.22882  C2 1.276
6 Br 1.52708 -0.31396 1.79851  C2 1.835
7 H -1.33864 1.24715 -0.02779  C1 1.037
8 H -0.63059 -1.16740 0.80795  C2 1.040

---

(3)
Below is a 6-piece molecular cluster, C8H28N8O8 overall in a non-equilibrium geometry, with properties calculated with ωB97M-V/def2-TZVPD.

Calculated values
Net charge = 0
HOMO = -9.3 eV
Orbital gap = 9.88 eV
SMILES = NC(N)=O.NC(N)=O.NC(N)=O.NC(N)=O.OCCO.OCCO

Last columns: bonded neighbours and bond lengths (Å).
Geometry (Å):
1 N 0.93986 -2.27098 -0.72087  C2 1.434, H5 1.058, H6 0.974
2 C 1.40533 -0.92935 -0.52410  N1 1.434, N3 1.347, O4 1.218
3 N 2.53194 -0.80046 0.20339  C2 1.347, H7 1.021, H8 1.001
4 O 0.86023 -0.01136 -1.10938  C2 1.218
5 H 0.06803 -2.28521 -1.32011  N1 1.058
6 H 1.59801 -2.92979 -1.00634  N1 0.974
7 H 2.80882 -1.56469 0.82135  N3 1.021
8 H 2.58394 0.04998 0.72901  N3 1.001
9 N -1.60354 -2.63028 -4.98457  C10 1.378, H13 1.008, H14 1.000
10 C -1.18125 -2.09154 -3.78901  N9 1.378, N11 1.399, O12 1.209
11 N -0.55896 -0.84549 -3.91928  C10 1.399, H15 1.008, H16 0.979
12 O -1.32088 -2.63293 -2.71703  C10 1.209
13 H -1.35076 -2.13493 -5.82540  N9 1.008
14 H -1.79905 -3.60631 -5.07995  N9 1.000
15 H -0.86186 -0.15086 -4.58320  N11 1.008
16 H -0.23571 -0.44497 -3.08604  N11 0.979
17 N 0.69488 1.04417 4.10629  C18 1.350, H21 0.992, H22 1.015
18 C 1.46724 1.34693 3.04063  N17 1.350, N19 1.458, O20 1.249
19 N 2.72186 2.08291 3.14676  C18 1.458, H23 0.956, H24 1.019
20 O 1.09145 0.98769 1.90525  C18 1.249
21 H 0.83703 1.31285 5.05036  N17 0.992
22 H -0.17393 0.54678 3.93733  N17 1.015
23 H 3.20887 2.01217 3.96580  N19 0.956
24 H 3.24738 2.28226 2.29711  N19 1.019
25 N -1.42883 1.15814 0.78996  C26 1.353, H29 0.988, H30 0.991
26 C -1.76387 0.01422 1.43117  N25 1.353, N27 1.413, O28 1.233
27 N -2.35190 -0.94499 0.57654  C26 1.413, H31 1.015, H32 0.990
28 O -1.68331 -0.23790 2.63569  C26 1.233
29 H -0.71930 1.72425 1.17943  N25 0.988
30 H -1.29713 1.16520 -0.19265  N25 0.991
31 H -2.09615 -0.97285 -0.40563  N27 1.015
32 H -2.54834 -1.81606 1.00456  N27 0.990
33 O -0.55076 -1.72978 4.62225  C34 1.434, H37 0.963
34 C -0.08754 -2.71133 3.68574  O33 1.434, C35 1.484, H38 1.130, H39 1.106
35 C 1.10890 -2.16870 2.99625  C34 1.484, O36 1.483, H40 1.085, H41 1.068
36 O 1.63583 -3.28150 2.16919  C35 1.483, H42 0.960
37 H -1.38642 -1.38843 4.28674  O33 0.963
38 H 0.20375 -3.63785 4.26356  C34 1.130
39 H -0.83671 -3.01233 2.92927  C34 1.106
40 H 1.86504 -2.00407 3.75663  C35 1.085
41 H 0.89586 -1.31586 2.38906  C35 1.068
42 H 1.14740 -3.22571 1.34465  O36 0.960
43 O -1.00364 2.33473 -2.15115  C44 1.377, H47 0.971
44 C -1.53301 3.38633 -2.86441  O43 1.377, C45 1.523, H48 1.112, H49 1.114
45 C -0.54297 4.52219 -3.08622  C44 1.523, O46 1.376, H50 1.070, H51 1.091
46 O 0.52502 3.93869 -3.72847  C45 1.376, H52 0.971
47 H -0.05619 2.26075 -2.34915  O43 0.971
48 H -1.79948 3.16273 -3.92093  C44 1.112
49 H -2.49874 3.57065 -2.33980  C44 1.114
50 H -0.31605 4.93507 -2.12499  C45 1.070
51 H -1.07116 5.31731 -3.61511  C45 1.091
52 H 1.21078 4.62049 -3.82018  O46 0.971